1.
{
  "formula": "C6H15AlNO2",
  "method": "ωB97M-V/def2-TZVPD",
  "s2": 1.756,
  "multiplicity": 2,
  "energy_ha": -683.11574,
  "homo_energy_ev": [-27.1, -27.1],
  "lumo_ev": [-20.420, -20.259],
  "total_charge": 4,
  "species": ["Al", "C", "O", "C", "C", "N", "C", "C", "O", "C", "H", "H", "H", "H", "H", "H", "H", "H", "H", "H", "H", "H", "H", "H", "H"],
  "xyz": [[-3.74125, 1.04386, -8.30480], [-4.51357, 4.79208, -9.18467], [-5.04034, 3.65455, -8.44761], [-6.27018, 3.99623, -7.91625], [-7.14020, 2.67569, -7.73750], [-6.46702, 1.61650, -6.98269], [-7.15648, 0.25029, -6.78893], [-7.53223, -0.39277, -8.10332], [-6.35025, -0.37385, -8.92300], [-6.54907, -0.95107, -10.25138], [-3.55536, 4.63331, -9.67938], [-4.37572, 5.66512, -8.54678], [-5.25615, 4.95564, -9.96565], [-6.82763, 4.81794, -8.36584], [-6.05577, 4.32922, -6.90074], [-7.32809, 2.25348, -8.72468], [-8.15974, 2.92123, -7.44025], [-6.46644, 2.12400, -6.10946], [-8.01281, 0.45200, -6.14541], [-6.57544, -0.42400, -6.15979], [-8.35641, 0.12726, -8.59156], [-7.82710, -1.44014, -8.03881], [-7.10677, -1.88638, -10.29891], [-5.59347, -0.92317, -10.77497], [-7.05950, -0.15510, -10.79359]]
}

=====

2.
{
  "formula": "H20O10",
  "method": "ωB97M-V/def2-TZVPD",
  "energy_ha": -764.33022,
  "homo_energy_ev": -10.7,
  "lumo_ev": -0.099,
  "species": ["O", "H", "H", "O", "H", "H", "O", "H", "H", "O", "H", "H", "O", "H", "H", "O", "H", "H", "O", "H", "H", "O", "H", "H", "O", "H", "H", "O", "H", "H"],
  "xyz": [[0.02820, -0.41136, 0.10475], [-0.21944, 0.23611, -0.56492], [0.35429, 0.12259, 0.83793], [4.25089, -2.80943, -0.13009], [3.75660, -3.63532, -0.18091], [3.98570, -2.42903, 0.71487], [-1.73776, -1.77330, -0.83815], [-1.45907, -1.09594, -1.46466], [-2.62239, -2.01637, -1.13368], [-2.86660, -2.62176, 2.49522], [-2.89535, -3.14529, 3.30397], [-3.55192, -3.01027, 1.93989], [3.07437, 0.89429, 2.80015], [2.68231, 0.01500, 2.84628], [3.76528, 0.80832, 2.13364], [-4.12540, 2.14379, 1.72732], [-4.21968, 1.85214, 2.64113], [-3.36648, 1.64792, 1.40001], [-4.17403, 0.54149, -2.23331], [-4.10008, 0.83386, -1.31787], [-5.08614, 0.74298, -2.47089], [3.42543, 1.55174, -0.27822], [3.63602, 1.85479, 0.61217], [3.73259, 0.63829, -0.29383], [0.84966, -1.23417, -3.14608], [1.54485, -0.64401, -3.45819], [1.00035, -1.29214, -2.19586], [1.40122, 3.78876, -0.82008], [1.17676, 4.69798, -0.59218], [0.87803, 3.25784, -0.20903]]
}

=====

3.
{
  "formula": "C22H34N4O6S",
  "method": "ωB97M-V/def2-TZVPD",
  "energy_ha": -1927.39215,
  "homo_energy_ev": -8.9,
  "lumo_ev": 0.598,
  "species": ["C", "C", "C", "C", "C", "C", "S", "O", "O", "N", "C", "C", "O", "C", "C", "N", "C", "O", "C", "O", "N", "C", "C", "C", "N", "C", "C", "O", "C", "C", "C", "C", "C", "H", "H", "H", "H", "H", "H", "H", "H", "H", "H", "H", "H", "H", "H", "H", "H", "H", "H", "H", "H", "H", "H", "H", "H", "H", "H", "H", "H", "H", "H", "H", "H", "H", "H"],
  "xyz": [[1.86894, 2.37499, 1.00271], [0.42445, 2.06259, 0.76470], [-0.32477, 1.34772, 1.68408], [-1.67422, 1.08240, 1.48166], [-2.40693, 0.26586, 2.49564], [-2.28545, 1.57260, 0.32795], [-4.06400, 1.35111, 0.17096], [-4.57222, 2.01439, -0.99517], [-4.70363, 1.66956, 1.41673], [-4.16863, -0.33694, -0.05763], [-5.14586, -1.05374, 0.73970], [-6.31830, -1.23255, -0.23336], [-5.73342, -1.19036, -1.52653], [-4.39125, -0.76735, -1.41207], [-3.44615, -1.94173, -1.76122], [-2.07667, -1.61281, -1.48453], [-1.49536, -1.87519, -0.30874], [-1.96993, -2.54179, 0.59620], [-0.08370, -1.29284, -0.22342], [0.37510, -0.59252, -1.11094], [0.53458, -1.65192, 0.90362], [1.89677, -1.29886, 1.20982], [2.89170, -2.37089, 0.75844], [4.32300, -1.84003, 0.83664], [4.48680, -0.57414, 0.14195], [4.36498, -0.69950, -1.30335], [4.50777, 0.67700, -1.95180], [5.72650, 1.29630, -1.61439], [5.84752, 1.41167, -0.21781], [5.76126, 0.04665, 0.46384], [-1.54671, 2.25452, -0.64013], [-2.12850, 2.75379, -1.92428], [-0.19805, 2.48378, -0.40036], [2.48726, 1.88019, 0.25492], [2.18578, 2.04512, 1.98844], [2.03973, 3.44721, 0.91860], [0.14558, 0.98902, 2.58823], [-3.34886, 0.73670, 2.75769], [-1.80271, 0.14430, 3.39164], [-2.62491, -0.71958, 2.08629], [-5.40167, -0.45960, 1.61363], [-4.71695, -2.01282, 1.04445], [-6.83740, -2.18596, -0.11250], [-7.03358, -0.40680, -0.14018], [-4.21361, 0.07384, -2.09374], [-3.57389, -2.20200, -2.81285], [-3.70912, -2.79830, -1.13629], [-1.57139, -0.97315, -2.08647], [0.01553, -2.27374, 1.51114], [1.99033, -1.12205, 2.28288], [2.12087, -0.37897, 0.66913], [2.65127, -2.66254, -0.26431], [2.81011, -3.25998, 1.38648], [4.57332, -1.66263, 1.88663], [5.01584, -2.60868, 0.44955], [3.37901, -1.09200, -1.55114], [5.13783, -1.37608, -1.71030], [4.49991, 0.58824, -3.03915], [3.66557, 1.31093, -1.63602], [6.81805, 1.87414, -0.03004], [5.05079, 2.06124, 0.17553], [5.82799, 0.17788, 1.54629], [6.61058, -0.57593, 0.12991], [-1.35133, 3.20979, -2.53330], [-2.58577, 1.94278, -2.48626], [-2.91116, 3.48454, -1.73560], [0.38141, 3.01315, -1.14213]]
}

=====

4.
{
  "formula": "C5H7NO",
  "method": "ωB97M-V/def2-TZVPD",
  "energy_ha": -324.56488,
  "homo_energy_ev": -7.7,
  "lumo_ev": 0.809,
  "species": ["C", "C", "C", "O", "C", "C", "N", "H", "H", "H", "H", "H", "H", "H"],
  "xyz": [[-1.63991, 0.13567, 0.69764], [-0.31024, -0.23362, 0.09408], [-0.07592, -1.53402, -0.17836], [0.94630, -1.74883, -1.00460], [1.59434, -0.62534, -1.30786], [0.68360, 0.61892, -0.46621], [0.97949, 1.77541, 0.34571], [-2.06291, -0.62981, 1.37138], [-2.33367, 0.22110, -0.14919], [-1.59125, 1.09623, 1.20631], [-0.62659, -2.39666, 0.12926], [2.21783, -1.06312, -2.17925], [0.97817, 2.76643, 0.11534], [1.24077, 1.61764, 1.32576]]
}